Formula: C25H47Cl2NO3Si2Ti
Source: the Open Molecules 2025 dataset
Level of theory: ωB97M-V/def2-TZVPD

Geometry (Å):
O1 1.1362 0.8107 0.3179
O2 2.8850 -0.4836 -2.7855
C1 1.2092 2.1827 -0.3251
C2 1.3955 3.2296 0.7453
H1 0.2592 2.2659 -0.8623
H2 2.0244 2.1120 -1.0524
H3 0.6411 3.1653 1.5411
H4 1.3105 4.2198 0.2898
H5 2.3966 3.1499 1.1859
C3 2.3315 0.4261 1.1228
C4 3.6033 0.5318 0.3063
H6 2.1385 -0.6026 1.4607
H7 2.3807 1.0940 1.9953
H8 3.5133 0.0431 -0.6695
H9 4.4023 0.0306 0.8661
H10 3.9160 1.5722 0.1626
C5 3.2580 -1.8552 -3.0738
C6 3.4774 0.4704 -3.6862
C7 4.2597 -2.4090 -2.0820
H11 3.6831 -1.9263 -4.0907
H12 2.3204 -2.4244 -3.0472
H13 5.2142 -1.8746 -2.1421
H14 4.4546 -3.4549 -2.3270
H15 3.8814 -2.3701 -1.0574
C8 4.9940 0.4951 -3.6114
H16 3.0463 1.4441 -3.4126
H17 3.1491 0.2203 -4.7113
H18 5.3481 0.5663 -2.5765
H19 5.3696 1.3612 -4.1607
H20 5.4237 -0.3960 -4.0807
H21 1.0430 -0.1308 -1.6873
Ti1 -0.4732 0.2187 1.4078
C9 0.0917 -0.6938 -1.8968
Si1 -0.4529 -0.5498 -3.7112
H22 0.3023 -1.7378 -1.6426
H23 -0.7368 -0.3574 -1.2544
C10 -0.1751 1.1986 -4.3360
C11 -2.2837 -0.9685 -3.8249
C12 0.3664 -1.6766 -4.9785
C13 -2.0337 1.1565 0.6599
Si2 -3.7193 1.0236 1.4801
H24 -2.0349 0.8882 -0.4136
H25 -1.6999 2.2224 0.7034
C14 -4.9145 0.4476 0.1551
C15 -4.1797 2.7331 2.0985
C16 -3.9440 -0.1133 2.9527
H26 -0.0597 -1.4320 -5.9620
H27 0.1409 -2.7302 -4.7691
H28 1.4546 -1.5564 -5.0456
H29 -0.8186 1.9125 -3.8022
H30 -0.4368 1.2323 -5.4049
H31 0.8725 1.5122 -4.2292
H32 -2.8527 -0.5786 -2.9701
H33 -2.4236 -2.0570 -3.8713
H34 -2.7032 -0.5331 -4.7429
H35 -3.8128 3.5109 1.4178
H36 -3.7612 2.9152 3.0975
H37 -5.2747 2.8045 2.1578
H38 -3.4170 0.2409 3.8486
H39 -3.6434 -1.1485 2.7536
H40 -5.0221 -0.1167 3.1867
H41 -5.9492 0.5543 0.5095
H42 -4.7359 -0.6094 -0.0836
H43 -4.7917 1.0409 -0.7590
Cl1 -0.6905 2.8294 5.4205
C17 -0.8133 1.1256 5.3661
C18 -1.2228 0.3611 6.4661
C19 -1.4621 -1.0076 6.3374
Cl2 -2.0635 -1.8754 7.6830
C20 -1.2864 -1.6940 5.0915
C21 -1.7030 -3.0079 4.8082
C22 -1.6481 -3.4683 3.5025
C23 -1.2292 -2.6416 2.4621
N1 -0.8129 -1.3724 2.7031
C24 -0.7867 -0.9124 4.0084
C25 -0.5770 0.4832 4.1428
O3 -0.4152 1.1842 3.0159
H44 -1.3862 0.8560 7.4161
H45 -2.0827 -3.6279 5.6124
H46 -1.9535 -4.4901 3.2659
H47 -1.2109 -2.9589 1.4149

Values from the calculation:
Kohn-Sham gap (spin up / spin down): 6.982 / 7.147 eV
total charge: +1
relative energy (zero: lowest compared OMol25 entry of this formula, charge and spin): 0.0 kcal per mole
multiplicity: 2
<S²>: 0.75